Molecular formula: C4H6OS2
Method: DFT, wB97M-V/def2-TZVPD

Each line ends with the Löwdin charge.
Element x y z (Å)
C  -0.489  -2.014  0.867  -0.455
C  -0.018  0.804  0.280  -0.841
C  1.392  1.011  -0.220  -0.338
C  -0.982  0.579  -0.939  -0.440
H  -0.712  -2.947  1.527  0.111
H  -0.331  1.591  0.934  0.054
H  1.983  1.885  0.121  0.074
H  2.000  -0.042  -0.056  0.132
H  -1.080  -0.554  -0.860  0.052
H  -1.858  1.129  -0.981  0.047
O  0.085  -2.240  -0.265  -0.119
S  -0.452  -0.313  1.572  0.932
S  0.463  1.112  -1.980  0.791

Forces on the atoms, in the same order (eV/Å):
4.03 -0.90 -3.44
-1.81 0.24 1.04
0.29 -3.27 -1.65
4.30 -2.49 1.19
-0.27 1.90 -0.71
-0.16 1.64 -0.31
-0.68 -0.53 -0.38
-1.27 2.87 -0.85
-0.48 1.74 -1.38
-1.50 1.09 -0.12
-2.86 0.86 4.48
-0.50 -3.11 1.20
0.92 -0.03 0.91

Calculated values
- orbital gap (Ha) = 0.332

Molecular formula: C4H8NO2
Method: DFT, wB97M-V/def2-TZVPD

Each line ends with the Löwdin charge.
Element x y z (Å)
C  1.364  -0.660  0.264  -0.152
C  0.881  -1.177  1.430  -0.201
C  1.646  0.767  0.039  -0.180
C  -1.452  0.939  -1.833  0.247
N  -1.852  -0.320  -1.533  0.235
O  0.256  -0.472  2.368  0.031
O  1.200  1.560  0.949  -0.025
H  1.905  -1.291  -0.554  0.122
H  0.865  -2.267  1.501  0.125
H  -0.535  1.379  -1.456  0.085
H  -1.837  1.563  -2.625  0.119
H  -2.699  -0.727  -1.828  0.130
H  -1.320  -0.840  -0.873  0.109
H  0.201  -1.019  3.248  0.191
H  1.377  2.565  0.901  0.165

Forces on the atoms, in the same order (eV/Å):
1.09 0.40 -0.45
-0.27 -0.87 -1.48
0.56 0.24 -1.99
-0.33 -3.87 0.11
2.05 5.64 -0.72
0.25 -1.44 2.54
-0.92 1.84 1.98
-1.39 0.76 1.95
0.15 0.09 0.53
0.26 -0.68 0.79
-1.21 -0.35 -0.05
-1.22 -0.34 -0.90
0.77 -0.41 0.84
0.04 1.43 -2.47
0.17 -2.45 -0.70

Calculated values
- orbital gap (Ha) = 0.182
- total charge = +1

Molecular formula: C5H10O
Method: DFT, wB97M-V/def2-TZVPD

Each line ends with the Löwdin charge.
Element x y z (Å)
C  0.786  1.288  0.846  -0.035
C  -0.460  1.336  0.384  -0.259
C  -0.813  1.521  -1.067  -0.123
H  1.007  1.163  1.903  0.064
H  1.641  1.337  0.176  0.068
H  -1.291  1.251  1.085  0.095
H  -1.744  1.004  -1.329  0.069
H  -0.958  2.584  -1.294  0.074
H  -0.016  1.148  -1.720  0.074
C  -0.282  -1.854  -0.204  -0.062
C  0.975  -1.694  0.605  -0.340
O  2.033  -1.320  0.160  0.022
H  -1.173  -1.608  0.383  0.079
H  -0.242  -1.246  -1.111  0.070
H  -0.348  -2.912  -0.485  0.085
H  0.885  -1.999  1.670  0.120

Forces on the atoms, in the same order (eV/Å):
-0.17 0.06 -0.04
0.16 0.07 0.11
0.01 0.01 -0.07
-0.09 0.06 -0.13
-0.14 0.00 0.09
0.12 0.08 -0.07
0.15 0.06 0.05
-0.04 -0.14 0.02
-0.09 0.10 0.12
0.03 0.02 -0.10
0.24 -0.02 -0.15
-0.41 -0.26 0.16
0.18 -0.02 -0.05
0.03 -0.14 0.13
-0.06 0.06 0.01
0.08 0.08 -0.08

Calculated values
- orbital gap (Ha) = 0.393
- SMILES = C=CC.CC=O

Molecular formula: C6H10
Method: DFT, wB97M-V/def2-TZVPD

Each line ends with the Löwdin charge.
Element x y z (Å)
C  1.379  -1.625  -0.139  -0.036
C  0.059  -1.520  -0.270  -0.207
C  -0.862  -0.925  0.758  -0.271
C  -1.715  0.221  0.207  -0.112
H  1.888  -1.271  0.756  0.061
H  2.000  -2.076  -0.910  0.053
H  -0.415  -1.889  -1.182  0.103
H  -0.269  -0.573  1.611  0.105
H  -1.524  -1.714  1.142  0.107
H  -1.082  1.024  -0.186  0.043
H  -2.350  0.643  0.994  0.070
H  -2.371  -0.122  -0.602  0.072
C  1.087  3.007  -0.463  -0.004
C  1.555  1.912  -0.627  -0.005
H  0.679  3.983  -0.320  0.017
H  1.942  0.925  -0.769  0.003

Forces on the atoms, in the same order (eV/Å):
-0.09 -0.02 -0.01
0.11 -0.04 0.00
0.04 -0.01 0.07
-0.03 0.05 -0.04
-0.10 -0.05 -0.11
-0.13 0.06 0.10
0.08 0.06 0.12
-0.06 -0.04 -0.11
0.09 0.09 -0.06
-0.11 -0.14 0.06
0.08 -0.07 -0.12
0.12 0.03 0.11
0.24 -0.43 -0.08
-0.21 0.51 0.07
0.07 -0.17 -0.02
-0.08 0.16 0.02

Calculated values
- orbital gap (Ha) = 0.402
- SMILES = C=CCC.C#C

Calculated lowest unoccupied orbital energy (eV), listed in the same order as above: 0.134 -6.056 1.080 1.209
Calculated HOMO (eV), listed in the same order as above: -8.91 -11.00 -9.61 -9.74
Calculated energy relative to the best compared isomer or geometry (same formula, charge and spin) (kJ/mol), listed in the same order as above: 286.9 514.3 131.9 253.3